{
  "formula": "C18H19N5O4S2",
  "method": "ωB97M-V with the def2-TZVPD basis set",
  "smiles": "CCc1nnc(NS(=O)(=O)c2ccc(NC(=O)Nc3ccc(OC)cc3)cc2)s1",
  "e_tot_ev": -56284.9806,
  "relative_energy_kj_mol": 93.5,
  "total_charge": 0,
  "orbital_gap_ev": 8.4,
  "largest_force_ev_per_a": 1.67,
  "species": ["C", "C", "C", "N", "N", "C", "N", "S", "O", "O", "C", "C", "C", "C", "N", "C", "O", "N", "C", "C", "C", "C", "O", "C", "C", "C", "C", "C", "S", "H", "H", "H", "H", "H", "H", "H", "H", "H", "H", "H", "H", "H", "H", "H", "H", "H", "H", "H"],
  "xyz": [[-3.51, 0.90, 2.69], [-2.32, 0.11, 2.16], [-1.05, 0.52, 2.80], [-0.19, -0.29, 3.30], [0.91, 0.28, 3.76], [0.92, 1.57, 3.62], [1.95, 2.40, 3.93], [2.54, 3.37, 2.64], [1.64, 4.47, 2.48], [3.91, 3.62, 2.98], [2.36, 2.23, 1.29], [3.11, 1.06, 1.31], [2.78, 0.04, 0.44], [1.69, 0.17, -0.43], [1.37, -0.91, -1.23], [0.15, -1.13, -1.88], [-0.77, -0.36, -1.84], [0.16, -2.32, -2.55], [-0.87, -2.89, -3.33], [-2.10, -2.29, -3.51], [-3.07, -2.90, -4.30], [-2.81, -4.12, -4.91], [-3.69, -4.80, -5.69], [-4.96, -4.24, -5.93], [-1.57, -4.72, -4.71], [-0.61, -4.12, -3.93], [0.99, 1.38, -0.47], [1.32, 2.40, 0.40], [-0.54, 2.21, 2.88], [-3.37, 1.97, 2.50], [-3.62, 0.76, 3.76], [-4.43, 0.58, 2.20], [-2.23, 0.26, 1.08], [-2.46, -0.96, 2.35], [2.70, 1.94, 4.44], [3.92, 0.97, 2.01], [3.35, -0.87, 0.45], [2.01, -1.68, -1.18], [1.00, -2.88, -2.52], [-2.31, -1.34, -3.05], [-4.01, -2.40, -4.42], [-5.48, -4.94, -6.58], [-5.52, -4.12, -5.00], [-4.88, -3.27, -6.44], [-1.38, -5.67, -5.19], [0.35, -4.60, -3.80], [0.17, 1.49, -1.16], [0.77, 3.33, 0.41]]
}